(1)
{
  "formula": "C6H14N3OS",
  "method": "ωB97M-V with the def2-TZVPD basis set",
  "energy_ev": -23791.6032,
  "max_force_ev_per_a": 3.8,
  "lumo_energy_ev": -4.0651,
  "total_charge": 1,
  "e_above_lowest_kj_mol": 412.9,
  "homo_energy_ha": -0.4455,
  "elements": ["H", "H", "C", "C", "N", "C", "C", "S", "H", "H", "H", "C", "C", "H", "H", "H", "H", "H", "O", "H", "H", "H", "H", "N", "N"],
  "positions_angstrom": [[-1.7711, -0.9890, -2.4799], [2.7568, -0.6774, 2.3742], [3.0803, 0.9971, 1.3805], [-1.5376, -1.4788, -0.5237], [3.4313, 0.0828, 2.3075], [-3.6862, -0.6391, -0.8053], [-0.8599, -0.9799, -1.8293], [1.2327, 0.5797, -0.5958], [-1.0006, 0.6292, 2.3723], [-4.2841, 0.3785, -0.6243], [-1.9242, -2.4995, -0.7143], [0.3018, 0.7123, 0.7495], [-0.1861, 0.3279, -1.7963], [4.7207, 2.2777, 1.8676], [0.4715, 0.4763, -2.5988], [-0.8299, -1.8114, 0.3584], [4.1900, 0.2737, 3.0371], [-0.3221, -1.8954, -2.2279], [-2.4525, -0.4812, -0.0938], [-0.8511, 1.2489, -1.7612], [-4.2606, -1.4473, -0.3043], [-3.4009, -0.9293, -1.7772], [3.5004, 2.8154, 0.6456], [3.9093, 2.0433, 1.2782], [-0.2280, 0.9854, 1.7611]],
  "forces_ev_per_a": [[1.07, 0.69, -0.09], [0.93, 0.17, 0.63], [1.01, -0.15, 1.01], [1.91, -0.60, 1.32], [0.27, 0.83, 0.25], [-1.38, 1.82, 2.92], [-1.66, -3.38, 0.22], [-0.72, -0.53, 0.04], [1.19, 0.60, -0.69], [1.31, -2.30, -1.05], [-0.76, 0.69, -0.20], [0.36, 0.76, 1.46], [-0.23, 2.04, 0.85], [-0.57, -0.24, -0.35], [0.42, 0.10, -1.92], [-0.84, 1.42, -1.44], [-1.55, -0.82, -1.30], [0.21, 1.46, 0.34], [0.35, -0.80, 0.33], [0.64, -1.35, 0.13], [0.14, 0.38, -0.49], [-0.73, 0.16, -1.49], [1.56, -1.63, 1.61], [-1.64, 1.85, -1.63], [-1.31, -1.15, -0.47]],
  "nbo_charge": [0.2405, 0.4056, 0.1727, -0.0867, -0.8153, -0.2505, -0.4827, 0.4922, 0.4890, 0.2135, 0.2047, 0.3711, -0.5218, 0.3891, 0.2362, 0.1847, 0.3885, 0.2422, -0.5740, 0.2551, 0.1891, 0.1686, 0.4122, -0.8110, -0.5132]
}

(2)
{
  "formula": "C6H14N4O10Zn",
  "method": "ωB97M-V with the def2-TZVPD basis set",
  "energy_ev": -81299.5783,
  "max_force_ev_per_a": 10.1,
  "lumo_energy_ev": 4.6212,
  "total_charge": -2,
  "e_above_lowest_kj_mol": 696.8,
  "homo_energy_ha": 0.0553,
  "elements": ["C", "O", "H", "O", "H", "C", "N", "C", "H", "H", "N", "O", "H", "H", "H", "C", "N", "O", "O", "O", "O", "O", "H", "O", "H", "C", "C", "O", "H", "H", "H", "N", "Zn", "H", "H"],
  "positions_angstrom": [[1.7779, 0.6111, 1.5196], [0.6171, 0.7263, 0.9318], [2.6128, -3.3590, -0.8215], [-0.8107, -2.2487, 2.9765], [3.3501, 1.2195, -2.8656], [-2.8544, 0.8895, 0.8706], [0.2825, -3.4274, -1.7393], [0.5728, -2.7634, -0.5968], [2.1140, 2.3383, -1.0633], [-0.7020, -3.6039, -1.8605], [-2.1889, 2.0299, 0.7568], [2.5863, 0.8898, -2.3844], [-4.7150, 0.1309, 0.6223], [-1.2016, 2.1295, 0.9709], [2.1868, -2.7291, 0.6404], [1.9247, 2.1147, -2.1169], [-4.1678, 0.9699, 0.5490], [-0.7793, -0.2088, 3.5371], [0.4161, -1.5426, 4.7089], [-2.3120, -0.1513, 1.1950], [-0.3370, 1.2126, -1.6533], [1.6317, -0.6184, 1.9689], [-2.5555, 2.7890, 0.2083], [2.0884, 1.4396, 2.4013], [2.3550, 3.0046, -2.5920], [0.4469, 2.0003, -2.5602], [-0.6445, -1.4141, 3.9663], [-0.2440, -2.2681, 0.1545], [0.4899, 1.8510, -3.6420], [-4.4745, 1.7923, 0.0631], [-0.0827, 2.9485, -2.4123], [1.8787, -2.9035, -0.3104], [-0.4580, -0.8172, 1.4768], [0.9974, -4.0567, -2.0503], [0.1990, 1.0248, -0.8495]],
  "forces_ev_per_a": [[-5.57, -3.33, 7.76], [-2.54, 5.00, -6.60], [-0.63, -0.03, -0.69], [-2.17, -3.00, -0.31], [0.33, -0.81, -0.02], [1.42, -0.65, -0.23], [-1.26, 0.26, -1.15], [1.14, -0.98, 1.10], [-0.89, -0.16, 0.27], [0.23, -0.23, -0.32], [0.67, 2.27, -0.13], [0.74, 0.53, -0.95], [0.02, 0.15, -0.24], [0.28, -0.94, 0.09], [-0.52, 0.96, 0.14], [-1.17, 0.56, 0.78], [-0.96, -0.03, 0.01], [-3.11, 2.81, 0.61], [-2.67, -1.88, 2.42], [-1.62, -0.48, -0.34], [0.37, -0.69, -1.94], [4.71, -3.53, -0.81], [-0.16, -0.12, 0.13], [3.32, 2.66, -2.12], [0.24, -0.28, -0.71], [0.17, 1.35, 2.70], [7.89, 1.90, -3.05], [-0.52, -0.52, -1.64], [-0.60, -1.18, 0.02], [-0.40, -0.27, 0.10], [0.68, 0.77, -0.56], [1.76, 0.44, 1.90], [1.14, -0.08, 3.18], [-0.48, -0.28, -0.23], [0.17, -0.21, 0.84]],
  "nbo_charge": [0.8699, -1.0563, 0.3656, -1.0017, 0.4506, 0.7931, -0.8449, 0.8085, 0.2085, 0.3960, -0.8230, -0.7041, 0.4021, 0.4638, 0.4539, -0.1122, -0.8527, -0.9436, -0.8212, -0.6960, -0.7797, -0.9190, 0.3543, -0.7280, 0.1338, -0.0780, 0.8816, -0.6912, 0.1462, 0.3712, 0.1471, -0.8435, 1.7458, 0.3724, 0.5307]
}

(3)
{
  "formula": "C6H14N5",
  "method": "ωB97M-V with the def2-TZVPD basis set",
  "energy_ev": -13887.2064,
  "max_force_ev_per_a": 4.2,
  "lumo_energy_ev": [-4.0709, -3.6912],
  "total_charge": 1,
  "e_above_lowest_kj_mol": 716.0,
  "homo_energy_ha": [-0.4001, -0.4416],
  "elements": ["C", "H", "C", "H", "C", "H", "N", "N", "H", "H", "H", "C", "H", "N", "C", "H", "H", "H", "H", "H", "N", "N", "H", "H", "C"],
  "positions_angstrom": [[2.5610, -0.3292, 1.7106], [0.7587, -0.6734, -3.1467], [2.1265, -0.2657, 0.3639], [-1.1522, 2.2008, 3.4673], [0.4163, 0.5397, 2.2311], [0.5593, -0.1094, -0.9564], [-0.0362, 0.3251, 1.0398], [-0.8309, 1.5527, 4.2011], [-1.6285, -1.8567, -4.3414], [2.9288, -0.4852, -0.4609], [-1.9609, -0.2078, -5.1471], [-1.3515, -0.7872, -4.4531], [2.0936, 0.3601, 3.5976], [0.9127, 0.1252, 0.0678], [1.7140, 0.1490, 2.6436], [-0.2316, -1.6011, -2.2490], [3.5780, -0.7711, 2.0715], [-0.3526, -0.8480, -4.9107], [-1.4139, 0.5954, 5.7712], [-2.8537, 1.1674, 4.8108], [-1.7636, 0.9618, 4.8842], [0.0803, -0.6234, -2.3083], [-2.0401, -0.2566, -2.3971], [-0.9636, 0.9889, -3.3900], [-1.1499, -0.1514, -3.0999]],
  "forces_ev_per_a": [[1.90, -1.32, -0.08], [-0.58, 0.05, 2.05], [2.80, -0.32, -0.57], [-0.45, -0.59, 0.44], [-0.60, -0.77, 0.90], [-0.30, 0.57, 0.17], [0.57, 1.14, -0.82], [0.79, 0.18, -0.68], [-0.42, 0.65, -0.36], [-2.11, 0.43, 1.31], [-0.29, -0.27, 0.38], [1.25, -1.60, 0.28], [-0.02, -0.02, 1.47], [-0.19, -1.45, 0.58], [-0.71, 1.18, -0.76], [0.82, -0.10, 0.61], [-1.87, 1.01, -1.25], [-0.13, 0.16, -0.21], [-0.46, -0.08, -0.45], [3.16, -0.57, 0.00], [-2.46, 0.80, 0.01], [-0.74, -1.01, -4.01], [1.09, 0.37, -1.04], [-0.55, -2.14, 1.28], [-0.49, 3.70, 0.74]],
  "nbo_charge": [-0.2175, 0.3809, 0.0785, 0.3564, 0.2301, 0.4559, -0.2576, -0.3371, 0.2129, 0.2490, 0.2497, -0.6362, 0.2434, -0.2836, -0.2099, 0.3759, 0.2640, 0.2009, 0.3947, 0.3912, -0.4996, -0.8299, 0.2117, 0.1991, -0.2226]
}

(4)
{
  "formula": "C6H14NO",
  "method": "ωB97M-V with the def2-TZVPD basis set",
  "energy_ev": -9985.2247,
  "max_force_ev_per_a": 1.6,
  "lumo_energy_ev": 3.4599,
  "total_charge": -1,
  "e_above_lowest_kj_mol": 135.0,
  "homo_energy_ha": -0.0764,
  "elements": ["H", "H", "H", "C", "H", "H", "H", "H", "H", "H", "N", "O", "H", "C", "C", "H", "C", "H", "C", "H", "H", "C"],
  "positions_angstrom": [[0.2857, 3.4432, 0.3830], [0.6411, -1.8281, 1.5669], [2.1154, -1.0673, -0.5949], [0.3618, 3.3982, -0.7103], [-0.5697, 1.9147, -1.9333], [1.1314, 1.8173, -1.9502], [-0.5720, 3.9381, -0.8975], [1.2295, 3.9818, -1.0158], [-0.6527, 1.1464, 0.4812], [-0.5847, -0.6815, 2.2093], [0.1047, -0.4134, -0.5234], [-1.2112, -2.6535, 2.1452], [0.8671, -2.0468, -1.4624], [0.2412, 0.9579, -0.1228], [1.2025, -1.0402, -1.2134], [1.0474, 1.1449, 0.6054], [0.2878, 1.9608, -1.2603], [-1.1492, -2.1412, -0.3708], [-0.4788, -1.6604, 1.6520], [-1.7517, -0.6300, 0.2679], [1.4381, -0.4657, -2.1193], [-0.8512, -1.2555, 0.1788]],
  "forces_ev_per_a": [[0.69, -0.46, 0.09], [-0.01, -0.13, 0.33], [0.08, -0.29, -0.11], [-0.89, 0.26, 0.74], [-0.26, -0.45, 0.30], [0.09, -0.24, 0.39], [0.23, 0.21, -0.77], [-0.12, 0.01, -0.09], [-0.06, 0.27, -0.12], [0.26, -0.04, 0.12], [0.01, -0.10, -0.88], [0.01, -0.12, 0.06], [0.37, -0.03, -0.15], [-0.80, -0.80, 0.36], [-0.30, 0.59, 0.56], [0.41, 0.00, -0.26], [0.56, 1.00, -0.43], [0.32, -0.29, -0.34], [0.01, 0.14, -0.78], [-0.22, -0.26, -0.10], [0.08, -0.27, -0.11], [-0.46, 1.00, 1.20]],
  "nbo_charge": [0.2043, 0.0407, 0.1552, -0.6181, 0.1975, 0.1867, 0.1986, 0.1981, 0.2024, 0.0486, -0.4759, -0.9472, 0.2044, -0.2041, -0.3935, 0.1570, -0.4119, 0.1805, -0.0041, 0.1548, 0.1615, -0.2356]
}

(5)
{
  "formula": "C6H14NO",
  "method": "ωB97M-V with the def2-TZVPD basis set",
  "energy_ev": -9977.6012,
  "max_force_ev_per_a": 5.6,
  "lumo_energy_ev": -3.6494,
  "total_charge": 1,
  "e_above_lowest_kj_mol": 255.1,
  "homo_energy_ha": -0.4967,
  "elements": ["H", "C", "H", "C", "N", "H", "H", "H", "C", "H", "C", "C", "O", "H", "H", "H", "H", "C", "H", "H", "H", "H"],
  "positions_angstrom": [[-0.0332, 2.2313, 2.2696], [0.6708, -0.2628, 0.1870], [-1.5540, -2.0616, 0.0673], [-0.4179, -0.9102, -1.0852], [0.7052, 2.0629, 1.4830], [1.3454, -1.8630, 0.9917], [-0.9949, 1.1136, 0.4996], [1.0306, -0.6829, -2.5324], [0.6123, -1.1672, 1.3693], [-0.3535, -1.5788, 1.5603], [0.0323, -1.0009, -2.2941], [0.0671, 1.1503, 0.3736], [0.2827, 1.9878, -0.8436], [-0.6952, -1.0485, -3.1169], [1.5689, -0.1501, -0.3185], [0.9918, 2.9270, 0.9183], [1.5741, 1.6906, 1.8898], [-1.7395, -1.2810, -0.6071], [-2.3511, -1.5079, -1.3869], [0.3097, 1.4068, -1.7067], [-2.1069, -0.3648, -0.0116], [1.0554, -0.6907, 2.2938]],
  "forces_ev_per_a": [[1.89, 0.06, -1.76], [-5.19, 0.67, -1.85], [-0.57, -1.39, 0.96], [2.48, 1.40, 3.41], [-1.29, 0.40, -0.31], [-0.08, -1.25, 0.87], [-0.49, 0.20, 0.84], [0.39, -0.16, -0.26], [2.20, 0.99, 0.45], [-0.40, -0.30, 0.25], [-0.03, 1.22, -2.04], [1.39, 0.52, -3.00], [0.10, -2.06, 0.06], [0.53, -0.76, 0.20], [2.03, 0.00, -0.55], [-0.81, -0.96, 1.14], [-0.42, -0.16, -0.09], [1.17, 3.41, 2.53], [-1.99, -0.80, -1.95], [-0.19, 1.18, 2.62], [-0.17, -1.62, -0.78], [-0.55, -0.60, -0.74]],
  "nbo_charge": [0.4674, -0.2641, 0.2306, 0.0967, -0.7412, 0.2531, 0.1974, 0.2068, -0.6357, 0.2315, -0.4419, 0.2592, -0.7575, 0.2291, 0.2225, 0.4866, 0.4475, -0.6497, 0.2421, 0.5281, 0.1928, 0.1988]
}